(1)
ORCA calculation (the ωB97M-V functional and the def2-TZVPD basis) on the ion C5H6O7S2 with charge -2.

```
20
Properties=species:S:1:pos:R:3:forces:R:3:lowdin_charge:R:1
C -2.019 -0.284 1.174 3.11 1.07 -0.45 -0.05
O 1.476 -1.550 -1.461 -0.09 0.08 1.14 -0.39
H -2.197 0.367 -2.189 0.03 0.06 -1.74 0.10
H -2.919 -0.802 1.163 -1.90 -0.48 0.39 0.03
O 3.108 1.444 1.145 0.93 -0.31 1.56 -0.37
H -1.213 -0.945 1.555 -0.57 0.23 0.03 0.07
O 1.558 2.748 -0.086 -1.24 1.31 -0.36 -0.39
S 2.277 1.500 -0.018 -1.18 0.72 1.86 0.28
O 3.051 -1.526 0.435 -0.92 0.61 -0.32 -0.37
O 0.801 -2.323 0.810 -0.05 0.66 -0.63 -0.42
H 0.047 0.442 -1.600 -1.07 0.23 2.07 0.15
H -1.932 0.682 1.707 -0.78 -0.65 0.37 0.09
C -0.315 0.375 -0.479 1.94 -0.49 -3.50 -0.06
O 2.940 1.156 -1.212 0.78 -0.96 -2.58 -0.33
O -3.743 -0.518 -1.210 0.32 -0.10 -0.12 -0.01
C -2.604 -0.093 -1.315 0.73 0.90 1.50 -0.26
C -1.609 0.076 -0.246 -0.04 -0.89 1.41 -0.26
H 0.688 0.400 1.448 0.58 -0.32 -0.51 0.11
C 0.947 0.274 0.379 -0.74 -0.10 -0.34 -0.35
S 1.657 -1.423 -0.001 0.15 -1.56 0.21 0.43
```
Forces are in eV/Å.

Properties
Charge = -2
Energy relative to the best compared isomer or geometry (same formula, charge and spin) = 0.0 kJ/mol
SMILES = C/C(C=O)=C\C(S(=O)(=O)[O-])S(=O)(=O)[O-]
LUMO = 5.52 eV
E = -1517.2025 Eh
Kohn-Sham gap = 7.592 eV
HOMO level = -0.0760 hartree

(2)
ORCA calculation (the ωB97M-V functional and the def2-TZVPD basis) on a cluster of 10 separate species, C22H64O10 in total.

```
96
Properties=species:S:1:pos:R:3:forces:R:3:lowdin_charge:R:1
C 3.157 1.585 1.353 -2.95 0.10 0.02 -0.10
C 1.086 6.285 -0.184 -0.58 0.66 1.19 -0.06
H -4.922 1.761 -2.538 -1.06 -0.12 -0.18 0.12
H 3.388 2.499 0.807 -0.13 0.02 0.27 0.09
H 1.214 6.825 -2.939 -0.11 0.39 0.12 0.07
C 0.268 -5.037 2.211 0.00 -0.38 -0.85 -0.30
H 0.288 -4.348 3.056 -0.20 0.31 -0.12 0.11
H -2.975 1.731 -0.847 0.16 0.12 -0.35 0.02
H -6.908 2.552 -1.129 0.02 -0.16 0.08 0.08
H 0.971 1.240 -3.608 0.04 0.18 0.07 0.07
H 4.167 -3.578 0.253 -0.10 -0.09 -0.04 0.09
C -5.052 2.782 -2.179 0.05 -0.59 -0.10 -0.31
H 0.065 0.007 0.893 0.88 0.39 -0.36 0.04
H -5.501 3.453 -2.912 0.13 -0.31 -0.46 0.11
H -5.967 3.960 -0.676 0.04 -0.02 0.34 0.07
H -5.204 -1.322 0.301 0.58 0.51 -0.22 0.06
C 2.784 -1.972 0.412 0.27 -0.19 0.59 -0.34
H 2.057 2.255 -1.385 -0.65 -0.33 -0.10 0.07
O 1.612 -0.371 5.055 0.24 0.50 -0.77 -0.07
H -6.592 -3.292 0.286 -0.32 0.52 0.66 0.11
H -0.544 -4.760 -1.869 0.49 -0.32 -0.12 0.04
C -4.856 -2.043 1.041 -1.92 1.28 -0.69 -0.08
C -0.542 -3.877 -2.509 1.03 -0.87 -0.29 -0.05
H 3.022 -3.649 1.615 0.06 -0.59 0.05 0.07
H 4.649 1.915 2.732 0.13 -0.10 0.29 0.12
O 2.624 4.625 -0.898 0.61 0.05 0.88 -0.08
H 0.378 0.813 3.811 0.25 0.51 0.34 0.10
C 1.963 0.979 -3.240 0.56 -0.39 0.05 -0.08
H 2.099 -0.365 4.227 1.12 -0.29 0.14 0.04
H 1.738 -1.781 0.651 -0.33 0.00 -0.14 0.10
C 4.246 1.091 2.141 2.57 -0.01 -0.02 -0.34
H 1.910 6.921 0.139 0.12 0.25 -0.03 0.09
O 0.998 -2.399 -3.786 -0.03 0.25 -0.06 -0.09
O -3.678 3.099 -1.994 0.22 1.16 0.20 -0.10
C 0.834 -3.723 -3.303 -0.89 0.15 0.82 -0.27
H 1.057 -4.413 -4.117 -0.84 -0.37 -0.04 0.11
O -5.283 -4.241 1.622 -0.22 -1.77 0.38 -0.07
H 2.978 4.996 -0.087 0.34 -0.08 0.09 0.08
H 1.934 -0.040 -2.853 -0.27 0.07 0.45 0.04
O 3.134 -1.678 -0.888 -0.01 1.62 -1.83 -0.06
H -3.772 -1.997 1.145 -0.12 -0.65 -0.39 0.07
H -1.442 -0.898 3.794 -0.07 0.33 -0.23 0.07
C -0.967 2.382 0.061 1.31 -1.26 -0.18 -0.02
H 0.856 5.645 0.667 -0.44 0.12 0.08 0.09
C -0.711 -0.274 0.181 1.08 2.14 0.12 -0.03
H -0.708 -3.091 -1.772 0.19 0.47 -0.48 0.05
H 0.120 -1.339 3.111 -0.13 -1.19 0.13 0.06
O -0.105 -6.344 2.675 -0.18 0.43 0.05 -0.09
H -0.511 -1.865 4.848 0.64 -0.59 -0.56 0.08
C 1.539 5.463 -1.289 1.58 -1.52 -3.09 -0.52
H 2.682 2.937 -2.821 0.63 -0.05 0.04 0.10
H 1.282 -5.164 1.834 0.17 0.49 -0.12 0.08
H 3.348 -1.304 1.062 0.13 -0.24 0.01 0.09
H 4.646 -0.619 2.863 -0.10 -0.34 0.42 0.09
C -5.552 -3.334 0.608 2.00 1.02 -0.39 -0.34
C 2.597 1.987 -2.293 0.15 -0.37 0.47 -0.30
H 2.409 1.675 2.141 -0.99 0.87 -0.49 0.08
H 2.658 0.881 -4.074 -0.14 0.21 -0.35 0.08
H 0.257 6.936 -0.463 -0.11 -0.12 0.20 0.09
C 0.351 0.062 4.601 -1.47 -1.04 1.01 -0.34
H -4.960 -5.004 1.137 -0.02 -0.49 0.69 0.08
H 2.767 0.856 0.642 0.10 -0.04 -0.08 0.06
H 3.786 0.635 -1.508 -0.19 -0.31 -0.01 0.04
H -1.442 -4.037 -3.102 0.21 0.53 -0.44 0.07
H -0.425 -3.646 0.626 -0.11 -0.15 0.03 0.06
H 1.677 -3.921 -2.642 -0.09 0.07 0.54 0.08
H -0.854 2.138 1.118 0.19 0.54 0.14 0.07
H 4.975 0.876 1.360 0.91 -0.83 0.58 0.12
H -5.272 -1.629 1.960 -0.10 -0.40 0.29 0.07
O 3.913 -0.015 3.003 0.29 0.41 -0.92 -0.07
H 0.960 -2.410 -4.746 -0.05 0.08 0.05 0.08
H -5.045 -3.668 -0.298 0.17 -0.01 -0.33 0.10
H -0.172 0.362 5.509 -0.09 0.74 -0.23 0.11
C -5.895 2.901 -0.924 0.40 0.05 -0.26 -0.08
H -0.727 0.994 -1.642 0.33 -0.01 0.03 0.12
C -1.160 1.008 -0.642 -1.71 -0.19 1.19 -0.40
H -3.540 3.986 -2.332 0.27 0.07 0.21 0.09
H 0.541 -6.508 3.365 -0.15 -0.47 0.17 0.08
H -0.057 2.791 -0.377 0.24 0.38 0.57 0.05
C -0.409 -1.138 4.043 -0.37 1.02 0.10 -0.09
H 0.891 4.678 -1.680 -1.10 0.49 0.22 0.13
H -0.659 -5.435 0.330 0.57 0.23 -0.41 0.06
H -1.695 -4.711 1.395 -0.13 0.74 0.27 0.07
C 2.047 6.260 -2.520 -1.53 -0.05 0.78 -0.04
C 3.133 -3.411 0.557 -0.05 -0.36 1.66 -0.08
H -1.766 3.114 -0.059 -0.13 -0.34 -0.27 0.07
O 3.890 1.531 -1.836 -0.17 0.69 -0.71 -0.09
H 2.295 5.580 -3.335 0.82 0.09 0.33 0.07
H -1.405 -0.566 0.969 -0.89 -0.54 -0.97 0.07
H 2.728 -2.344 -1.447 -0.04 0.12 -0.37 0.06
H 2.439 -4.019 -0.024 0.08 -0.18 -0.04 0.07
O -2.571 0.864 -0.771 -0.63 -0.97 -0.10 -0.09
H 2.790 6.956 -2.130 0.41 -0.15 -0.66 0.08
C -0.664 -4.620 1.053 -0.04 -1.21 1.10 -0.07
H -0.249 -1.004 -0.483 -0.62 -0.41 0.24 0.06
H -5.440 2.330 -0.115 -0.20 0.08 0.12 0.07
```
Forces are in eV/Å.

Properties
Charge = 0
Energy relative to the best compared isomer or geometry (same formula, charge and spin) = 371.8 kJ/mol
SMILES = CC(C)O.CC(C)O.CCO.CCO.CCO.CCO.CCO.CCO.CCO.CCO
LUMO = 0.43 eV
E = -1628.7936 Eh
Kohn-Sham gap = 9.928 eV
HOMO level = -0.3490 hartree

Q: Which value of charge does entry 1 give?
A: -2

Q: What is the HOMO level in the first record?
A: -0.0760 hartree

Q: The highest LUMO belongs to which entry?
A: C5H6O7S2